Entry 1:
9
Properties=species:S:1:pos:R:3 method="wB97M-V/def2-TZVPD" spin_multiplicity=1 gap_ev=11.0 e_homo_ha=-0.378
O 1.269 0.812 -1.103
C 0.423 -0.070 -0.533
N -0.624 0.642 0.151
C -1.061 0.067 1.363
N -1.835 -0.333 0.487
N 0.487 -1.324 -0.621
H 0.920 1.701 -0.935
H -0.839 0.089 2.422
H 1.259 -1.585 -1.231

---

Entry 2:
9
Properties=species:S:1:pos:R:3 method="wB97M-V/def2-TZVPD" spin_multiplicity=1 gap_ev=9.5 e_homo_ha=-0.317
C -0.564 -0.334 0.535
C 0.963 0.914 -0.413
H -1.010 -0.689 2.312
H -0.898 -1.131 -1.402
H 2.086 1.364 -0.657
N -1.011 -1.038 1.483
N -0.323 -0.481 -0.940
N 0.561 0.327 -1.482
O 0.354 0.666 0.699

---

Entry 3:
9
Properties=species:S:1:pos:R:3 method="wB97M-V/def2-TZVPD" spin_multiplicity=1 gap_ev=8.5 e_homo_ha=-0.318
C 1.094 -0.741 -0.348
C -1.120 0.415 0.094
N 1.037 -2.142 -0.461
N 0.990 -1.532 -1.532
N -0.886 1.659 0.652
O -1.247 0.496 1.445
H 1.943 -0.144 -0.091
H -1.919 0.123 -0.556
H 0.107 1.866 0.796

---

Entry 4:
9
Properties=species:S:1:pos:R:3 method="wB97M-V/def2-TZVPD" spin_multiplicity=1 smiles=Oc1nc[nH]n1 gap_ev=10.4 e_homo_ha=-0.348
O -1.252 1.699 0.717
C -0.539 0.635 0.320
N -1.141 -0.457 -0.100
N -0.079 -1.236 -0.418
C 1.070 -0.586 -0.193
N 0.820 0.614 0.296
H -0.688 2.479 0.621
H -0.235 -2.137 -0.843
H 2.044 -1.010 -0.400

---

Entry 5:
9
Properties=species:S:1:pos:R:3 method="wB97M-V/def2-TZVPD" spin_multiplicity=1 gap_ev=9.6 e_homo_ha=-0.333
N 1.160 -0.562 0.946
C 0.531 0.392 0.181
C -0.443 -0.189 -0.772
N -1.529 0.487 -1.010
N -2.495 1.055 -1.167
O 0.763 1.583 0.273
H 1.721 -0.192 1.701
H 0.643 -1.403 1.158
H -0.307 -1.105 -1.328

---

Entry 6:
10
Properties=species:S:1:pos:R:3 method="wB97M-V/def2-TZVPD" spin_multiplicity=1 smiles="[H]/N=c1/oncn1O" gap_ev=9.7 e_homo_ha=-0.354
C 0.999 0.298 -0.910
C -0.344 -0.248 0.716
H -1.621 1.532 -1.012
H 1.123 0.714 -1.894
H -2.192 -0.057 1.030
N -0.176 0.649 -0.371
N 1.813 -0.347 -0.147
N -1.378 -0.623 1.369
O -1.293 0.612 -1.300
O 0.911 -0.643 0.934

---

Entry 7:
10
Properties=species:S:1:pos:R:3 method="wB97M-V/def2-TZVPD" spin_multiplicity=1 gap_ev=8.9 e_homo_ha=-0.347
C 0.691 -0.537 -0.545
C -0.975 0.016 0.721
H 2.352 -1.292 -1.452
H -1.919 1.972 0.540
H 0.877 1.535 0.396
N 0.086 -1.598 -0.107
N -1.065 -1.215 0.665
N -0.011 0.551 -0.191
O 1.808 -0.417 -1.316
O -1.844 0.986 1.288

---

Entry 8:
10
Properties=species:S:1:pos:R:3 method="wB97M-V/def2-TZVPD" spin_multiplicity=1 smiles="[H]/N=c1/[nH]oc(=O)[nH]1" gap_ev=11.0 e_homo_ha=-0.385
N 0.739 1.874 0.476
C 0.188 0.797 0.128
N -1.246 0.581 0.298
O -1.395 -0.831 0.384
C -0.298 -1.434 -0.117
O -0.199 -2.613 -0.284
N 0.638 -0.434 -0.359
H -1.794 0.753 -0.545
H 1.762 2.003 0.434
H 1.605 -0.696 -0.416

---

Entry 9:
10
Properties=species:S:1:pos:R:3 method="wB97M-V/def2-TZVPD" spin_multiplicity=1 gap_ev="7.8 / 7.8" e_homo_ha="-0.379 / -0.379"
C -2.070 0.547 1.766
C -0.338 -0.604 0.480
N -2.918 1.040 2.343
N 0.453 0.269 -0.134
N 0.320 -1.078 1.732
O 1.214 -0.298 2.095
O -0.008 -2.112 2.244
H -1.218 -1.074 0.208
H 0.050 0.945 -0.793
H 1.043 0.548 0.596

---

Entry 10:
10
Properties=species:S:1:pos:R:3 method="wB97M-V/def2-TZVPD" spin_multiplicity=1 smiles=Nc1nnc(O)o1 gap_ev=9.3 e_homo_ha=-0.327
C -0.744 0.278 -0.039
C 1.427 0.244 0.002
H -2.218 -1.395 -0.132
H -2.710 0.340 -0.048
H 2.564 -1.232 0.285
N -1.987 -0.290 0.065
N -0.347 1.477 -0.065
N 1.074 1.469 0.045
O 2.637 -0.284 -0.048
O 0.304 -0.607 -0.064

---

Entry 11:
10
Properties=species:S:1:pos:R:3 method="wB97M-V/def2-TZVPD" spin_multiplicity=1 smiles="O=c1ncn(O)[nH]1" gap_ev=8.9 e_homo_ha=-0.329
C 0.583 -1.229 0.254
C 2.258 0.092 -0.001
N 1.889 -1.228 -0.061
N 1.059 0.876 0.152
N 0.004 -0.040 0.272
O 3.366 0.560 -0.037
O -1.336 0.268 0.137
H -0.041 -2.101 0.168
H 0.764 1.763 0.513
H -1.436 1.198 -0.232

---

Entry 12:
11
Properties=species:S:1:pos:R:3 method="wB97M-V/def2-TZVPD" spin_multiplicity=1 gap_ev=9.6 e_homo_ha=-0.348
C -0.592 -1.175 0.287
C 0.288 0.090 0.784
H 1.927 1.518 -0.501
H 0.462 2.674 -0.701
H -1.914 -2.511 0.605
N 0.993 1.688 -0.840
N 0.468 0.563 -0.435
N -1.077 -1.033 -0.785
O -0.354 -0.044 -1.421
O -0.856 -2.092 1.122
O 0.655 0.321 1.885

---

Entry 13:
11
Properties=species:S:1:pos:R:3 method="wB97M-V/def2-TZVPD" spin_multiplicity=1 gap_ev=8.0 e_homo_ha=-0.301
C -0.507 0.604 0.002
C 1.576 -0.020 0.123
H -3.386 -0.721 -0.612
H -2.113 -1.316 0.827
H 3.570 -0.250 -0.444
N -2.183 -0.599 -0.176
N -1.816 0.566 0.207
N 1.615 1.272 0.059
O 0.220 1.738 -0.072
O 2.659 -0.809 -0.025
O 0.365 -0.466 0.112

---

Entry 14:
11
Properties=species:S:1:pos:R:3 method="wB97M-V/def2-TZVPD" spin_multiplicity=1 smiles=Oc1nnc(O)n1O gap_ev=9.2 e_homo_ha=-0.333
C -1.191 -0.248 -0.043
C 0.913 -0.385 -0.067
H -2.976 -0.367 0.051
H 2.870 -0.548 -0.024
H 1.018 1.873 0.362
N -0.880 -1.542 -0.159
N 0.570 -1.609 -0.034
N -0.058 0.502 -0.159
O -2.381 0.342 0.148
O 2.098 0.152 0.122
O 0.018 1.830 -0.197

---

Entry 15:
11
Properties=species:S:1:pos:R:3 method="wB97M-V/def2-TZVPD" spin_multiplicity=1 gap_ev=8.1 e_homo_ha=-0.285
C -0.377 -0.603 -0.097
C 0.881 1.061 0.145
H -3.311 -0.801 -0.859
H 0.816 -2.137 0.718
H 2.246 2.018 0.553
N -1.420 -1.238 -0.368
N 0.893 -0.973 0.037
N 1.853 0.052 0.068
O -2.413 -0.276 -0.744
O 1.180 2.186 0.694
O -0.348 0.710 -0.145

---

Entry 16:
10
Properties=species:S:1:pos:R:3 method="wB97M-V/def2-TZVPD" spin_multiplicity=1 smiles="N#C/C(=N/O)NS" gap_ev=10.3 e_homo_ha=-0.381
C 0.536 0.282 -0.054
C 0.227 1.682 -0.180
H -2.345 0.489 -0.363
H -0.629 -0.443 1.479
H 1.070 -1.827 0.059
N -0.444 -0.602 0.488
N 1.691 -0.135 -0.445
N -0.119 2.787 -0.237
O 1.907 -1.448 -0.325
S -1.893 -0.784 -0.422

---

Entry 17:
10
Properties=species:S:1:pos:R:3 method="wB97M-V/def2-TZVPD" spin_multiplicity=1 smiles="Nc1n[nH]oc1=S" gap_ev=8.9 e_homo_ha=-0.324
C 0.282 -0.895 -0.403
C -0.167 0.359 0.321
H -0.335 -2.803 -1.012
H -1.347 -2.009 0.051
H 2.371 1.113 -0.882
N -0.326 -2.119 -0.178
N 1.281 -0.584 -1.084
N 1.415 0.741 -1.142
O 0.580 1.330 -0.176
S -1.413 0.626 1.286

---

Entry 18:
10
Properties=species:S:1:pos:R:3 method="wB97M-V/def2-TZVPD" spin_multiplicity=1 gap_ev=8.3 e_homo_ha=-0.336
C 0.570 0.281 -0.666
C 1.192 -0.806 1.080
H -0.975 1.180 -2.237
H 1.597 -1.506 1.722
H -2.361 0.516 1.053
N 1.777 -0.159 -0.010
N -0.050 -0.897 1.147
N -0.443 -0.376 0.040
O -1.768 0.303 -0.181
S 0.462 1.464 -1.948

---

Entry 19:
10
Properties=species:S:1:pos:R:3 method="wB97M-V/def2-TZVPD" spin_multiplicity=1 smiles="[H]/N=c1/cnon1S" gap_ev=9.2 e_homo_ha=-0.343
C -1.208 -0.007 1.134
C -0.609 -0.200 -0.152
H 2.669 0.196 -1.369
H -2.343 -0.103 1.247
H -0.327 -0.797 -1.991
N 0.779 -0.066 0.061
N -0.321 0.257 1.990
N -1.162 -0.537 -1.261
O 0.949 0.247 1.429
S 1.573 1.010 -1.089

---

Entry 20:
10
Properties=species:S:1:pos:R:3 method="wB97M-V/def2-TZVPD" spin_multiplicity=1 smiles="O=c1nc(S)[nH][nH]1" gap_ev=10.4 e_homo_ha=-0.366
C -0.047 -0.442 -0.362
C -0.244 1.252 0.940
H 0.229 -2.564 -0.994
H 1.344 0.733 2.063
H 1.820 -0.681 -0.054
N -0.894 0.515 -0.104
N 1.051 0.741 1.108
N 1.040 -0.524 0.504
O -0.675 2.201 1.495
S -0.289 -1.567 -1.687

---

Entry 21:
9
Properties=species:S:1:pos:R:3 method="wB97M-V/def2-TZVPD" spin_multiplicity=1 smiles="S=c1[nH]cn[nH]1" gap_ev=8.9 e_homo_ha=-0.300
C 1.186 0.387 -0.038
C -1.030 0.077 -0.077
N 1.071 -0.874 -0.014
N -0.013 1.000 -0.010
N -0.184 -1.183 0.014
S -2.618 0.210 -0.032
H 2.192 0.636 -0.069
H -0.092 1.950 0.041
H -0.511 -2.204 0.185

---

Entry 22:
11
Properties=species:S:1:pos:R:3 method="wB97M-V/def2-TZVPD" spin_multiplicity=1 gap_ev=7.7 e_homo_ha=-0.319
C -1.521 -0.582 -0.336
C 0.737 0.152 -0.081
N -1.736 0.314 0.765
N -0.796 0.925 1.119
N -0.197 -0.671 -0.621
S -2.688 -1.453 -0.977
S 1.949 -0.565 1.060
S 1.412 1.453 -1.203
H -0.063 -1.252 -1.436
H 1.037 -0.704 2.110
H 1.867 2.384 -0.402

---

Entry 23:
9
Properties=species:S:1:pos:R:3 method="wB97M-V/def2-TZVPD" spin_multiplicity=1 gap_ev="8.0 / 8.0" charge=+1 e_homo_ha="-0.623 / -0.623"
C -2.820 -0.515 0.005
C -1.459 0.956 -0.004
N -2.769 0.755 -0.001
N -1.825 -1.274 0.000
N -0.830 -0.251 -0.006
N 0.448 -0.543 -0.005
H -0.973 1.918 -0.006
H 0.852 -0.905 0.859
H 0.838 -0.955 -0.852

---

Entry 24:
10
Properties=species:S:1:pos:R:3 method="wB97M-V/def2-TZVPD" spin_multiplicity=1 gap_ev=8.1 charge=-1 e_homo_ha=-0.134
C 1.589 0.797 0.323
C -1.767 -0.351 -0.223
N 2.088 -1.199 -0.098
N 1.051 -0.431 0.198
N 2.886 0.805 0.156
N 3.174 -0.512 -0.111
O -1.086 -1.417 0.122
H 1.153 1.715 0.785
H -1.086 0.563 -0.437
H 0.026 -1.182 0.154

---

Entry 25:
10
Properties=species:S:1:pos:R:3 method="wB97M-V/def2-TZVPD" spin_multiplicity=1 gap_ev=6.6 charge=-1 e_homo_ha=-0.090
C 0.688 -1.233 0.199
C 1.163 -0.146 -0.418
N -2.469 -0.601 -0.038
N -1.755 0.244 0.237
N 0.456 -2.207 0.771
N -1.451 1.405 0.429
O -0.294 2.007 0.490
H 2.179 -0.070 -0.150
H 0.676 0.734 0.058
H 0.806 -0.133 -1.577

---

Entry 26:
10
Properties=species:S:1:pos:R:3 method="wB97M-V/def2-TZVPD" spin_multiplicity=1 smiles="O=C[n+]1cn[nH]n1" gap_ev=10.7 charge=+1 e_homo_ha=-0.613
C 1.551 0.256 -0.894
C 0.100 -0.126 0.868
N -1.131 0.182 -0.936
N -1.835 -0.018 0.129
N -1.139 -0.227 1.275
N 0.126 0.056 -0.603
O 2.004 0.760 0.069
H 2.209 -0.427 -1.520
H 0.950 -0.390 1.477
H -2.834 -0.067 0.133

---

Entry 27:
11
Properties=species:S:1:pos:R:3 method="wB97M-V/def2-TZVPD" spin_multiplicity=1 gap_ev=7.9 e_homo_ha=-0.352
C -0.451 -1.488 1.865
C 0.049 -0.226 -0.140
H -1.393 -0.823 1.923
H 0.630 2.429 -1.557
H 1.888 0.107 -1.108
N 0.392 -1.123 0.758
N -1.141 0.254 -0.448
N -1.092 1.338 -1.278
N 0.235 1.338 -1.834
N 0.945 0.439 -0.894
O -0.063 -2.245 2.713

---

Entry 28:
11
Properties=species:S:1:pos:R:3 method="wB97M-V/def2-TZVPD" spin_multiplicity=1 gap_ev=8.6 e_homo_ha=-0.331
C -0.967 0.977 -0.167
C 0.572 -0.530 0.474
H -2.025 1.693 1.228
H 1.625 -1.305 -1.399
H 1.669 -1.257 2.021
N -0.871 0.510 -1.406
N -0.076 -0.276 -1.796
N 0.650 -0.773 -0.979
N 1.295 -1.486 1.047
N -0.174 0.536 0.863
O -1.698 1.913 0.113

---

Entry 29:
11
Properties=species:S:1:pos:R:3 method="wB97M-V/def2-TZVPD" spin_multiplicity=1 gap_ev=7.7 e_homo_ha=-0.326
C -0.011 0.043 -0.515
C -0.682 1.689 1.349
H 0.676 -2.470 -0.235
H 1.325 -2.285 -1.936
H -0.867 2.486 2.100
N 1.175 -1.947 -0.955
N 0.729 -0.649 -1.310
N -0.516 -0.544 0.678
N -0.819 0.228 1.590
N -0.582 2.205 0.139
O -0.427 1.243 -0.906

---

Entry 30:
11
Properties=species:S:1:pos:R:3 method="wB97M-V/def2-TZVPD" spin_multiplicity=1 gap_ev=8.2 e_homo_ha=-0.354
C 0.189 0.289 -0.639
C 0.181 -0.823 0.411
H -1.936 2.140 0.821
H -0.842 1.132 1.445
H -0.606 -0.735 1.394
N -1.639 1.227 0.669
N -0.617 1.348 -0.378
N 0.765 -1.971 0.372
N 1.748 -0.924 -1.735
N 0.851 -0.021 -1.770
O 1.905 -1.663 -0.589

---

Entry 31:
11
Properties=species:S:1:pos:R:3 method="wB97M-V/def2-TZVPD" spin_multiplicity=1 gap_ev=9.7 e_homo_ha=-0.364
C 1.024 0.971 -0.145
C -0.204 0.286 0.133
H 3.609 -1.015 0.425
H 0.851 2.084 -0.588
H -3.384 0.438 0.697
N 2.289 0.519 -0.116
N -0.660 -0.961 -0.233
N -1.972 -1.110 -0.107
N -2.297 0.153 0.044
N -1.309 1.063 0.147
O 2.706 -0.836 0.173

---

Entry 32:
16
Properties=species:S:1:pos:R:3 method="wB97M-V/def2-TZVPD" spin_multiplicity=1 gap_ev=7.3 e_homo_ha=-0.339
C -1.717 0.910 0.457
C -0.020 -0.657 1.309
N -1.709 0.498 -0.821
N -1.010 0.179 1.434
N 0.989 -0.196 -0.502
N 1.080 -1.212 -1.434
N 2.070 0.524 0.023
O -0.021 -1.702 -1.687
O 1.953 0.764 1.178
O 2.128 -1.601 -1.895
O 2.944 0.815 -0.695
S -2.480 2.354 0.721
S 0.592 -1.842 2.094
H -1.690 -0.483 -1.022
H -1.790 1.135 -1.553
H -1.318 0.514 2.392

---

Entry 33:
7
Properties=species:S:1:pos:R:3 method="wB97M-V/def2-TZVPD" spin_multiplicity=1 gap_ev=11.7 e_homo_ha=-0.410
O -1.038 0.691 -0.498
C -0.316 -0.378 -0.032
C 2.237 0.084 -0.105
N 1.080 0.068 0.228
H -0.974 1.423 0.137
H -0.431 -1.204 -0.725
H -0.557 -0.685 0.994

---

Entry 34:
7
Properties=species:S:1:pos:R:3 method="wB97M-V/def2-TZVPD" spin_multiplicity=1 smiles="C=C=NO" gap_ev=10.9 e_homo_ha=-0.373
O -0.597 1.397 -0.179
C 0.126 -1.287 0.164
C 0.751 -0.149 0.056
N 0.809 1.084 -0.087
H -0.659 2.349 -0.298
H -0.167 -1.812 -0.737
H -0.243 -1.593 1.135

---

Entry 35:
7
Properties=species:S:1:pos:R:3 method="wB97M-V/def2-TZVPD" spin_multiplicity=1 smiles="C#N.C=O" gap_ev=11.0 e_homo_ha=-0.371
C -1.701 -1.429 -0.926
C 1.260 1.069 0.668
N -0.689 -1.903 -0.703
O 1.610 1.297 -0.455
H -2.659 -1.039 -1.090
H 0.219 0.728 0.976
H 1.961 1.276 1.530

---

Entry 36:
7
Properties=species:S:1:pos:R:3 method="wB97M-V/def2-TZVPD" spin_multiplicity=1 gap_ev=10.1 e_homo_ha=-0.398
O 0.638 0.996 -0.306
C -0.477 -0.297 0.563
C -0.082 -0.988 -0.609
N 0.554 -0.880 -1.579
H 1.007 1.906 -0.213
H -1.543 -0.037 0.630
H -0.097 -0.701 1.512

---

Entry 37:
7
Properties=species:S:1:pos:R:3 method="wB97M-V/def2-TZVPD" spin_multiplicity=1 smiles=N#CCO gap_ev=11.9 e_homo_ha=-0.425
O -1.054 0.574 -0.608
C -0.238 -0.438 -0.108
C 1.202 -0.044 -0.162
N 1.901 0.518 0.569
H -0.984 1.335 -0.015
H -0.412 -1.361 -0.643
H -0.395 -0.598 0.970

---

Entry 38:
8
Properties=species:S:1:pos:R:3 method="wB97M-V/def2-TZVPD" spin_multiplicity=1 gap_ev="3.9 / 3.9" charge=-2 e_homo_ha="0.057 / 0.057"
C -1.646 -0.104 0.846
C -2.625 -0.791 -0.004
N -2.460 1.051 0.202
O -2.654 -1.929 -0.554
O -1.898 1.765 -0.704
H -0.645 -0.262 0.490
H -1.643 -0.067 1.908
H 13.570 0.338 -2.183

---

Entry 39:
8
Properties=species:S:1:pos:R:3 method="wB97M-V/def2-TZVPD" spin_multiplicity=1 gap_ev=10.5 e_homo_ha=-0.361
C 0.197 -0.101 0.209
C -0.691 1.622 -2.292
N -0.628 0.409 -0.598
O -1.731 1.290 -2.632
O 1.571 -0.104 0.235
H 0.048 -0.782 1.080
H 1.996 0.423 -0.448
H -1.629 0.179 -0.286

---

Entry 40:
8
Properties=species:S:1:pos:R:3 method="wB97M-V/def2-TZVPD" spin_multiplicity=1 smiles="[O-][N+]1=CCO1" gap_ev="8.6 / 8.4" e_homo_ha="-0.327 / -0.325"
C -0.194 -0.916 0.341
C -0.645 0.571 0.416
N 0.686 -0.309 -0.862
O 1.385 -0.596 -1.821
O -0.076 0.833 -0.824
H 0.354 -1.436 1.085
H -1.662 0.859 0.581
H 0.152 0.995 1.084

---

The evaluated ΔE to the lowest compared entry with this formula, charge and spin for the records listed, in turn: 328.6, 316.6, 862.1, 32.5, 130.3, 448.7, 489.4, 176.6, 684.0, 189.3, 373.6, 483.7, 496.0, 225.1, 477.1, 223.9, 188.8, 509.9, 365.7, 12.8, 83.3, 130.4, 170.1, 248.0, 408.3, 341.7, 436.7, 481.9, 535.1, 781.2, 636.0, 396.3, 162.6, 334.9, 150.4, 413.0, 122.2, 79.9, 173.2, 631.0 kJ/mol.
The evaluated strongest force on any atom for the records listed, in turn: 0.54, 8.91, 4.37, 0.29, 1.45, 3.72, 7.14, 1.09, 4.25, 4.53, 2.73, 8.27, 11.69, 6.05, 9.00, 1.29, 3.16, 7.22, 3.47, 2.36, 4.76, 3.25, 3.68, 2.33, 5.60, 5.92, 7.66, 10.13, 3.39, 6.74, 7.43, 3.17, 3.81, 0.71, 1.02, 1.90, 2.23, 3.34, 2.89, 4.82 eV Å⁻¹.